Entry 1:
149
Properties=species:S:1:pos:R:3:mulliken_charge:R:1 method="wB97M-V/def2-TZVPD" lumo_energy_ev=-14.0 gap_ev=9.091 homo_energy_ev=-23.09 charge=+7 spin_multiplicity=1
B 16.49 14.24 -10.92 0.378
F 15.28 13.96 -11.59 -0.430
F 17.13 15.38 -11.36 0.007
F 16.18 14.36 -9.53 -0.480
F 17.34 13.11 -11.05 -0.400
C 7.38 18.01 -11.46 -1.483
C 7.91 16.72 -10.87 0.227
C 9.15 16.13 -11.51 -0.339
O 9.33 14.86 -10.93 -0.371
C 10.39 14.12 -11.49 -0.555
N 7.97 16.78 -9.36 -0.214
H 8.58 16.04 -9.01 0.329
H 8.44 17.64 -9.07 0.385
H 7.05 16.67 -8.93 0.383
H 7.24 17.96 -12.53 0.405
H 7.97 18.88 -11.19 0.392
H 6.38 18.26 -11.09 0.430
H 7.12 15.98 -11.04 0.269
H 10.04 16.78 -11.35 -0.131
H 9.07 16.11 -12.60 0.531
H 10.14 13.79 -12.51 0.350
H 10.52 13.26 -10.85 0.299
H 11.34 14.68 -11.45 0.076
C 17.09 11.43 -8.03 -1.145
C 16.29 10.60 -9.01 0.908
C 15.71 9.28 -8.51 -1.005
O 14.58 9.60 -7.74 -0.376
C 14.23 8.57 -6.79 -0.801
N 15.12 11.38 -9.58 -0.056
H 15.34 12.34 -9.92 -0.130
H 14.59 10.89 -10.30 0.396
H 14.40 11.61 -8.87 0.460
H 16.47 11.77 -7.20 0.433
H 17.52 12.28 -8.55 0.024
H 17.92 10.83 -7.67 0.362
H 16.88 10.41 -9.91 -0.089
H 16.51 8.78 -7.95 0.407
H 15.39 8.69 -9.38 0.576
H 13.37 8.96 -6.25 0.273
H 15.02 8.37 -6.07 0.335
H 13.89 7.65 -7.26 0.342
C 16.08 19.41 -5.83 -1.449
C 16.09 18.72 -7.18 0.192
C 17.42 18.85 -7.89 -0.778
O 17.31 18.31 -9.22 0.186
C 18.37 18.74 -10.06 -0.773
N 15.90 17.24 -6.88 -0.111
H 16.07 16.64 -7.70 0.044
H 16.60 16.96 -6.18 0.446
H 14.97 17.03 -6.51 0.418
H 16.89 19.06 -5.19 0.411
H 15.11 19.35 -5.33 0.452
H 16.27 20.48 -5.93 0.418
H 15.28 19.03 -7.83 0.126
H 18.20 18.29 -7.36 0.305
H 17.67 19.92 -7.93 0.474
H 19.36 18.48 -9.66 0.350
H 18.35 19.80 -10.27 0.458
H 18.27 18.15 -10.98 -0.076
C 17.46 10.75 -14.31 -1.368
C 16.33 11.77 -14.26 1.872
C 16.37 12.72 -15.44 -0.582
O 16.06 11.97 -16.57 -0.420
C 16.32 12.59 -17.82 -0.748
N 15.03 11.00 -14.41 -0.214
H 14.92 10.68 -15.39 0.401
H 14.96 10.18 -13.82 0.359
H 14.21 11.59 -14.23 0.340
H 17.55 10.24 -15.27 0.423
H 17.45 9.98 -13.54 0.419
H 18.36 11.36 -14.19 0.227
H 16.30 12.34 -13.32 -1.116
H 17.39 13.12 -15.56 0.160
H 15.72 13.60 -15.32 0.486
H 16.09 11.88 -18.61 0.302
H 17.38 12.86 -17.92 0.261
H 15.70 13.47 -17.98 0.324
C 21.14 16.22 -9.11 -1.559
C 20.53 15.42 -10.26 1.355
C 21.67 14.70 -11.00 -1.232
O 21.09 14.13 -12.18 0.128
C 21.72 12.98 -12.75 -0.586
N 19.60 14.36 -9.71 0.361
H 18.85 14.07 -10.35 -0.397
H 20.20 13.58 -9.41 0.488
H 19.16 14.61 -8.82 0.469
H 21.80 15.63 -8.47 0.409
H 20.33 16.57 -8.46 0.348
H 21.70 17.11 -9.40 0.433
H 20.02 16.09 -10.94 -0.712
H 22.20 13.97 -10.38 0.501
H 22.32 15.50 -11.36 0.383
H 22.10 13.13 -13.76 0.136
H 20.96 12.19 -12.83 0.003
H 22.55 12.59 -12.16 0.435
C 14.61 17.33 -14.03 -1.281
C 14.23 17.35 -12.55 0.100
C 14.78 18.54 -11.78 -0.146
O 14.25 19.68 -12.35 -0.373
C 14.76 20.90 -11.76 -0.696
N 12.69 17.60 -12.57 -0.186
H 12.12 16.93 -13.08 0.335
H 12.36 17.74 -11.62 0.312
H 12.56 18.51 -13.04 0.389
H 14.01 16.57 -14.53 0.466
H 15.67 17.13 -14.17 0.168
H 14.29 18.27 -14.50 0.385
H 14.40 16.40 -12.06 0.274
H 15.87 18.52 -11.63 0.027
H 14.43 18.47 -10.72 0.299
H 14.51 20.91 -10.70 0.277
H 14.27 21.72 -12.27 0.314
H 15.84 20.94 -11.90 0.267
C 19.69 16.74 -13.95 -1.659
C 20.89 16.40 -14.81 0.308
C 20.65 15.61 -16.07 -0.463
O 21.75 15.57 -16.94 -0.437
C 22.93 14.92 -16.46 -0.581
N 21.45 17.76 -15.32 -0.151
H 22.04 17.63 -16.16 0.395
H 20.69 18.39 -15.61 0.359
H 21.98 18.22 -14.57 0.353
H 18.87 17.23 -14.47 0.569
H 19.94 17.41 -13.12 0.461
H 19.32 15.86 -13.41 0.125
H 21.74 16.03 -14.24 0.168
H 19.85 16.04 -16.67 0.387
H 20.38 14.57 -15.82 0.310
H 23.69 15.02 -17.23 0.294
H 22.71 13.86 -16.32 0.271
H 23.32 15.40 -15.56 0.274
C 20.91 6.13 -10.23 -1.462
C 20.87 7.62 -9.95 0.233
C 19.48 8.24 -10.04 -0.851
O 19.43 9.67 -9.88 -0.245
C 19.72 10.40 -11.08 -0.468
N 21.49 7.87 -8.59 -0.196
H 21.02 7.35 -7.84 0.406
H 22.47 7.57 -8.60 0.413
H 21.41 8.84 -8.29 0.263
H 20.39 5.92 -11.16 0.386
H 20.48 5.53 -9.42 0.428
H 21.93 5.77 -10.36 0.449
H 21.50 8.14 -10.68 0.220
H 18.85 7.84 -9.24 0.392
H 19.08 7.98 -11.02 0.405
H 20.67 10.08 -11.50 0.521
H 19.70 11.45 -10.80 -0.270
H 18.95 10.22 -11.84 0.312

Entry 2:
177
Properties=species:S:1:pos:R:3:mulliken_charge:R:1 method="wB97M-V/def2-TZVPD" lumo_energy_ev=1.0 gap_ev=5.144 homo_energy_ev=-4.10 charge=-1 spin_multiplicity=1
C 8.49 1.24 0.21 -0.803
C 8.00 -0.26 -0.11 -0.064
C 7.53 -0.40 -1.65 -0.324
C 7.12 -1.93 -1.97 -0.826
C 5.53 -2.06 -2.26 0.078
C 4.95 -3.03 -1.13 -0.716
C 3.40 -3.38 -1.29 -0.051
C 2.91 -4.05 0.09 -0.574
C 1.54 -4.89 -0.11 -0.757
C 0.40 -3.79 -0.41 -0.403
C -0.79 -3.79 0.71 0.573
C -2.12 -3.32 -0.05 -0.735
C -3.39 -3.09 0.94 -0.196
C -4.69 -3.16 -0.01 -0.786
C -5.89 -2.19 0.43 0.272
C -5.96 -0.88 -0.50 -1.035
Nb -7.92 -0.58 -1.61 -0.814
C -9.20 -1.37 0.10 -0.701
C -9.00 -0.60 1.51 -0.212
C -9.31 0.95 1.46 0.258
N -8.16 1.84 1.69 -0.394
O -10.45 1.39 1.19 -0.616
P -7.79 -2.84 -2.81 0.377
O -6.11 -3.33 -2.88 -0.509
Cl -8.74 -4.40 -1.73 -0.394
P -10.01 -0.04 -3.00 0.742
O -10.20 1.48 -3.17 -0.713
O -11.45 -0.78 -2.45 -0.495
O -9.73 -0.70 -4.58 -0.535
H 8.08 1.63 1.20 -0.008
H 8.14 1.94 -0.63 0.401
H 9.62 1.28 0.24 0.189
H 8.88 -0.95 0.12 0.196
H 7.14 -0.51 0.60 0.023
H 6.62 0.27 -1.76 0.146
H 8.40 -0.11 -2.32 0.275
H 7.35 -2.51 -1.01 0.373
H 7.75 -2.39 -2.79 0.419
H 5.40 -2.49 -3.32 0.314
H 5.01 -1.05 -2.28 -0.139
H 5.15 -2.52 -0.13 0.123
H 5.55 -4.01 -1.12 0.261
H 3.16 -4.11 -2.13 0.331
H 2.76 -2.45 -1.42 0.059
H 2.64 -3.22 0.85 -0.063
H 3.70 -4.72 0.57 0.492
H 1.71 -5.50 -1.06 0.281
H 1.28 -5.54 0.78 0.359
H -0.07 -3.92 -1.45 0.329
H 0.87 -2.76 -0.40 0.159
H -0.95 -4.86 1.04 0.394
H -0.57 -3.06 1.56 -0.540
H -2.00 -2.39 -0.70 0.271
H -2.45 -4.18 -0.73 -0.134
H -3.23 -2.04 1.39 0.037
H -3.42 -3.88 1.77 0.214
H -4.32 -2.77 -1.03 0.364
H -5.11 -4.21 -0.10 0.286
H -6.84 -2.81 0.45 0.002
H -5.66 -1.85 1.50 0.259
H -5.11 -0.78 -1.25 0.541
H -5.85 0.02 0.21 0.225
H -6.92 0.10 -3.01 0.140
H -7.99 1.11 -0.97 0.268
H -10.34 -1.31 -0.11 0.551
H -9.02 -2.48 0.35 0.260
H -9.78 -1.06 2.22 0.347
H -7.97 -0.86 1.93 0.212
H -7.66 1.44 2.49 0.252
H -8.47 2.81 1.85 0.255
H -6.01 -4.11 -2.29 0.227
H -11.27 -1.75 -2.44 0.211
H -8.98 -0.22 -4.97 0.294
C 2.89 1.51 -2.33 0.584
O 3.90 0.85 -2.09 -0.641
N 2.55 1.91 -3.58 -0.428
N 2.04 1.88 -1.35 -0.262
H 1.72 2.45 -3.79 0.155
H 3.16 1.65 -4.33 0.227
H 2.27 1.60 -0.41 0.089
H 1.20 2.42 -1.50 0.165
C -6.10 3.85 -2.60 0.546
O -5.65 2.94 -1.92 -0.615
N -5.38 4.96 -2.92 -0.282
N -7.36 3.83 -3.10 -0.265
H -5.74 5.72 -3.47 0.249
H -4.44 5.01 -2.56 0.173
H -7.93 3.02 -2.89 0.165
H -7.75 4.57 -3.66 0.133
C -0.37 -3.78 4.71 0.664
O 0.25 -3.34 3.76 -0.572
N -0.52 -3.08 5.87 -0.435
N -0.96 -5.00 4.70 -0.400
H -1.02 -3.43 6.67 0.140
H -0.09 -2.17 5.92 0.218
H -0.87 -5.54 3.86 0.233
H -1.47 -5.38 5.47 0.146
C 11.10 -0.75 2.29 0.582
O 10.48 0.31 2.28 -0.613
N 11.14 -1.57 3.37 -0.332
N 11.79 -1.20 1.21 -0.282
H 11.65 -2.44 3.39 0.168
H 10.64 -1.27 4.19 0.182
H 11.78 -0.62 0.39 0.195
H 12.30 -2.07 1.20 0.239
C 7.65 2.08 4.62 0.624
O 7.02 1.09 4.27 -0.734
N 8.98 2.21 4.41 -0.182
N 7.07 3.14 5.24 -0.387
H 9.52 3.02 4.69 0.177
H 9.45 1.44 3.95 0.143
H 6.08 3.08 5.42 0.183
H 7.57 3.96 5.54 0.198
C -2.37 -7.00 -2.15 0.681
O -1.47 -6.38 -1.60 -0.595
N -2.79 -8.22 -1.72 -0.439
N -3.03 -6.52 -3.24 -0.391
H -3.53 -8.74 -2.16 0.149
H -2.33 -8.61 -0.92 0.215
H -2.74 -5.62 -3.59 0.217
H -3.77 -7.01 -3.70 0.158
C -5.37 8.49 -4.52 0.570
O -5.80 7.35 -4.48 -0.767
N -6.09 9.53 -4.99 -0.382
N -4.12 8.82 -4.10 -0.313
H -5.75 10.48 -5.03 0.164
H -7.03 9.34 -5.31 0.203
H -3.55 8.07 -3.75 0.191
H -3.75 9.75 -4.13 0.215
C 14.13 -4.17 1.21 0.636
O 13.34 -3.40 1.75 -0.724
N 13.99 -5.52 1.29 -0.405
N 15.20 -3.75 0.51 -0.382
H 14.62 -6.17 0.86 0.165
H 13.20 -5.87 1.81 0.219
H 15.34 -2.75 0.43 0.224
H 15.86 -4.37 0.06 0.172
C -13.81 -4.61 -1.15 0.627
O -14.64 -5.20 -0.48 -0.678
N -13.92 -3.29 -1.45 -0.297
N -12.71 -5.21 -1.66 -0.301
H -13.26 -2.78 -2.00 0.157
H -14.73 -2.80 -1.09 0.179
H -12.59 -6.19 -1.46 0.184
H -12.01 -4.74 -2.21 0.146
C -0.80 0.75 1.70 0.663
O -0.65 1.69 0.94 -0.702
N 0.10 -0.26 1.78 0.126
N -1.88 0.63 2.53 -0.333
H 0.00 -1.05 2.40 0.063
H 0.91 -0.21 1.19 -0.036
H -2.56 1.37 2.49 0.229
H -2.02 -0.14 3.16 0.135
C 9.56 6.02 4.67 0.684
O 9.99 5.10 5.35 -0.698
N 10.28 7.14 4.42 -0.420
N 8.32 6.01 4.12 -0.249
H 9.95 7.91 3.87 0.157
H 11.21 7.19 4.82 0.224
H 7.76 5.19 4.28 0.057
H 7.95 6.75 3.56 0.191
C -5.18 12.97 -3.48 0.617
O -4.42 12.15 -3.97 -0.643
N -4.92 14.31 -3.50 -0.412
N -6.34 12.63 -2.87 -0.363
H -5.53 15.00 -3.11 0.160
H -4.07 14.60 -3.95 0.220
H -6.56 11.65 -2.83 0.244
H -6.97 13.29 -2.46 0.164
C 3.90 -0.03 2.30 0.296
O 2.88 -0.20 1.65 -0.522
N 4.02 -0.41 3.60 -0.307
N 5.01 0.56 1.78 -0.095
H 4.85 -0.28 4.15 0.143
H 3.22 -0.85 4.02 0.184
H 4.96 0.86 0.82 0.118
H 5.86 0.71 2.30 0.059

- Among the records above, which one has the lowest charge?
  C32H96ClN27NbO18P2